(1)
A molecular structure, C4H14N4. Source: the OMol25 dataset; level of theory: the ωB97M-V functional and the def2-TZVPD basis.

XYZ file:
```
22
C4H14N4 the ωB97M-V functional and the def2-TZVPD basis
C -0.59183 -0.78386 -1.32667
C -0.00637 0.57149 -1.74867
C -1.62342 -0.64774 -0.20463
C 0.50490 -1.78217 -0.94130
N 0.77261 1.21380 -0.68031
H -1.10334 -1.17271 -2.21551
H 1.07800 2.13437 -0.97660
H 1.61218 0.67806 -0.48642
H -0.82716 1.24793 -2.00311
H 0.58863 0.42322 -2.66286
H -1.15350 -0.30182 0.71473
H 0.98708 -1.49262 -0.00537
H -2.40808 0.06202 -0.47433
H -2.09271 -1.61143 0.00150
H 1.26744 -1.85778 -1.72042
H 0.08275 -2.77683 -0.79090
N 0.06863 1.50306 2.32635
N 0.68206 -0.31882 2.90652
N 1.62248 0.14274 3.38337
H -0.86648 1.83088 2.57454
H 0.13286 1.52282 1.29943
H 1.27328 1.41537 3.03065
```

## Properties
spin multiplicity	1

These are the Löwdin partial charges, in e, on atoms 1 to 6: -0.432 -0.261 -0.080 -0.085 -0.008 0.128

***

(2)
3 unconnected molecules or ions with the total composition C14H27B2F6O8P. Source: the OMol25 dataset; level of theory: the ωB97M-V functional and the def2-TZVPD basis.

XYZ file:
```
58
C14H27B2F6O8P the ωB97M-V functional and the def2-TZVPD basis
C 0.20617 -0.90984 2.49866
C -0.17590 -0.06181 1.28297
C -1.69205 -0.03916 1.01262
C -2.28706 1.25889 1.52869
O -3.70789 1.37601 1.44733
B -4.59045 0.54687 0.83605
B -6.09217 0.23027 1.62863
O -6.89806 1.28216 2.04393
C -6.54498 -1.24615 1.93978
C -7.95370 -1.42338 2.51873
P -4.24605 -0.10468 -1.02916
O -5.75812 0.27374 -1.59318
O -4.55271 -1.74862 -0.85623
H 0.39730 -1.94842 2.22514
H -0.57515 -0.88451 3.26110
H 1.11979 -0.54054 2.96797
H 0.15644 0.96330 1.44748
H 0.34572 -0.40990 0.39270
H -1.86781 -0.13522 -0.05970
H -2.16518 -0.88230 1.52956
H -1.82881 2.10789 1.01516
H -2.04483 1.36097 2.59004
H -7.27583 1.82412 1.34934
H -6.44123 -1.77929 0.98579
H -5.79847 -1.72022 2.59061
H -8.69696 -1.54822 1.72998
H -8.25079 -0.55184 3.10199
H -8.01974 -2.29762 3.16721
H -6.38082 -0.44892 -1.43625
H -3.79122 -2.23306 -0.52058
C 1.35663 3.17170 -4.08623
C 2.60949 2.49120 -3.58827
O 2.93015 2.89628 -2.22934
C 2.21046 2.33531 -1.27643
O 1.34570 1.51795 -1.39274
C 2.67270 2.85758 0.10801
F 2.74422 4.18867 0.13484
F 3.88627 2.36376 0.39230
F 1.82676 2.45647 1.05024
H 1.45959 4.25500 -4.02549
H 1.18986 2.89736 -5.12793
H 0.48642 2.86647 -3.50802
H 3.48406 2.78962 -4.16059
H 2.52277 1.40569 -3.61317
C 5.67314 -0.02766 -0.43039
C 6.75652 -0.89061 -1.03249
O 6.76594 -2.21683 -0.44634
C 5.82996 -3.04415 -0.87633
O 4.99451 -2.83721 -1.70598
C 5.97537 -4.41068 -0.16120
F 6.07959 -4.25732 1.16183
F 7.07709 -5.03552 -0.59725
F 4.92637 -5.18102 -0.41520
H 5.79068 0.03553 0.65131
H 5.73737 0.97882 -0.84307
H 4.68464 -0.42866 -0.65072
H 7.74729 -0.49926 -0.81576
H 6.64702 -0.98903 -2.11195
```

## Properties
spin multiplicity	1
SMILES	CCCCOB(B(O)CC)P(O)O.CCOC(=O)C(F)(F)F.CCOC(=O)C(F)(F)F

These are the Löwdin partial charges, in e, on atoms 1 to 6: -0.100 -0.248 -0.212 -0.184 0.000 -0.380

***

(3)
C5H6F3N3 in the gas phase. Source: the OMol25 dataset; level of theory: the ωB97M-V functional and the def2-TZVPD basis.

XYZ file:
```
17
C5H6F3N3 the ωB97M-V functional and the def2-TZVPD basis
C -0.57277 -1.98217 1.66572
C -0.78915 -1.12401 0.37499
N 0.38901 -0.26594 0.27024
N 0.34751 1.02946 0.88429
C 0.35214 0.95623 -0.53504
C -1.21889 1.27294 -1.17077
N -2.20579 1.61292 -1.63143
C 1.38775 1.42469 -1.48106
F 1.40271 2.75823 -1.63710
F 2.54599 0.94603 -1.04424
F 1.20765 1.01116 -2.68175
H 0.40125 -1.68139 2.02667
H -1.50290 -1.81661 2.27778
H -0.44941 -3.04306 1.43889
H -1.01166 -1.88365 -0.49403
H -1.57058 -0.46262 0.39703
H 1.28713 1.24778 1.33982
```

## Properties
spin multiplicity	1
SMILES	CCN1N[C@@]1(C#N)C(F)(F)F

These are the Löwdin partial charges, in e, on atoms 1 to 6: -0.068 -0.225 -0.072 0.116 -0.262 -0.085

***

(4)
6 unconnected molecules or ions with the total composition C33H64FO4P. Source: the OMol25 dataset; level of theory: the ωB97M-V functional and the def2-TZVPD basis.

XYZ file:
```
103
C33H64FO4P the ωB97M-V functional and the def2-TZVPD basis
C -14.84503 21.23930 -35.37584
C -13.58561 21.48000 -34.52616
C -13.86414 22.12717 -33.14305
C -14.64236 21.24464 -32.14626
P -15.26579 22.08252 -30.60749
C -16.90113 22.64013 -30.61519
C -17.34503 23.76900 -31.56933
C -17.68389 23.10533 -32.91515
C -18.47640 23.86395 -33.98557
C -14.21168 23.53336 -30.46588
C -14.47787 24.51786 -29.31563
C -13.55863 25.70483 -29.32522
C -13.60247 26.57507 -28.11436
C -14.87889 20.99459 -29.17809
C -13.45035 20.97228 -28.62175
C -12.52358 20.34123 -29.69252
C -11.15502 20.03243 -29.04500
H -15.06627 22.21767 -35.80237
H -15.67865 20.99428 -34.71769
H -14.72827 20.56645 -36.22539
H -12.98221 22.19278 -35.08825
H -12.97591 20.57656 -34.53921
H -14.38296 23.07262 -33.30136
H -12.94653 22.44996 -32.65122
H -14.05509 20.38827 -31.81482
H -15.42118 20.72638 -32.70567
H -17.29931 22.82530 -29.61755
H -17.34272 21.65238 -30.74733
H -16.52313 24.48494 -31.57036
H -18.11371 24.39578 -31.11725
H -18.29402 22.22176 -32.72771
H -16.75489 22.70404 -33.32014
H -18.06227 24.84954 -34.19819
H -19.50481 24.04892 -33.67531
H -18.63840 23.39166 -34.95448
H -14.23080 24.04152 -31.42997
H -13.21958 23.12673 -30.26972
H -14.50402 24.01671 -28.34802
H -15.54591 24.72532 -29.38156
H -13.75575 26.41288 -30.13014
H -12.54885 25.31537 -29.45472
H -14.65794 26.81693 -27.98952
H -13.06836 27.52436 -28.15516
H -13.30339 26.00494 -27.23482
H -15.14901 20.00166 -29.53758
H -15.63407 21.34685 -28.47544
H -13.44056 20.46503 -27.65701
H -13.15277 22.01591 -28.51988
H -12.35516 20.97751 -30.56136
H -12.86236 19.33828 -29.95219
H -10.51161 20.89086 -28.85207
H -10.51464 19.35925 -29.61494
H -11.31767 19.46727 -28.12727
C -18.80644 24.82268 -22.35351
C -18.26091 24.11413 -23.68170
O -19.20298 23.34268 -24.43835
H -18.11008 25.09957 -21.56199
H -19.46820 24.12333 -21.84256
H -19.33946 25.75490 -22.54046
H -17.64058 23.31925 -23.26764
H -17.68875 24.83731 -24.26286
C -23.05996 26.12419 -19.28701
C -23.65931 25.26250 -20.39617
O -23.66735 25.63285 -21.56690
C -24.26800 23.99324 -19.89853
H -22.01954 25.80102 -19.25256
H -23.46819 25.98436 -18.28606
H -23.36388 27.10808 -19.64435
H -25.25841 24.12852 -19.46392
H -23.60387 23.50660 -19.18423
H -24.32538 23.30324 -20.74037
C -19.69397 30.64085 -23.03417
C -19.72101 30.47778 -24.54351
O -19.06529 31.16809 -25.27437
C -20.56769 29.31003 -25.06206
H -19.25924 29.83665 -22.44056
H -20.73224 30.66729 -22.70342
H -19.25962 31.59229 -22.72725
H -21.07998 29.55938 -25.99130
H -21.20631 28.83386 -24.31807
H -19.89129 28.47153 -25.22795
C -14.62086 31.67192 -22.64245
C -14.87310 30.81119 -21.39986
O -15.12561 31.34374 -20.33753
C -14.74706 29.33339 -21.50957
H -13.69611 31.27738 -23.06348
H -14.55745 32.71444 -22.33064
H -15.37777 31.60192 -23.42367
H -15.47440 28.93058 -22.21444
H -15.00266 28.99676 -20.50486
H -13.74806 29.05981 -21.84905
F -9.44699 25.21739 -19.88312
C -10.29810 24.52508 -20.66511
C -11.55259 24.27619 -20.14533
C -12.54781 23.78028 -21.01514
C -12.24690 23.66596 -22.35098
C -10.94542 23.76332 -22.81439
C -9.94504 24.13769 -21.93577
H -11.90769 24.59676 -19.17706
H -13.56457 23.62766 -20.68457
H -12.98100 23.32215 -23.06461
H -10.85637 23.55399 -23.87016
H -8.94113 24.31159 -22.29402
```

## Properties
spin multiplicity	1

These are the Löwdin partial charges, in e, on atoms 1 to 6: -0.096 -0.239 -0.240 -0.241 1.016 -0.299

***

(5)
C2H5NS2 in the gas phase. Source: the OMol25 dataset; level of theory: the ωB97M-V functional and the def2-TZVPD basis.

XYZ file:
```
10
C2H5NS2 the ωB97M-V functional and the def2-TZVPD basis
C -0.25628 0.01804 0.43077
C -1.35581 0.56594 -0.35195
N 1.98671 -1.47811 0.11344
S 0.83236 1.29857 1.24115
S 1.33066 -0.10438 -0.37960
H -0.59834 -0.83072 1.03900
H -1.09726 0.28630 -1.31948
H -1.34672 1.73477 -0.30860
H -2.31159 0.23701 -0.00738
H 2.81629 -1.72741 -0.45735
```

## Properties
spin multiplicity	1

These are the Löwdin partial charges, in e, on atoms 1 to 6: -0.916 -0.197 -0.394 0.529 0.690 0.095

***

(6)
A molecular structure, C2H2N2O2. Source: the OMol25 dataset; level of theory: the ωB97M-V functional and the def2-TZVPD basis.

XYZ file:
```
8
C2H2N2O2 the ωB97M-V functional and the def2-TZVPD basis
O -0.15191 -1.69789 1.00547
C -0.10301 -0.55249 0.33799
N -0.69035 0.53549 0.75582
O -0.40088 1.43846 -0.25951
C 0.42754 0.80731 -1.08048
N 0.61104 -0.44529 -0.82361
H -0.68452 -1.53119 1.79722
H 0.99208 1.44559 -1.73291
```

## Properties
spin multiplicity	1

These are the Löwdin partial charges, in e, on atoms 1 to 6: 0.117 -0.504 0.129 -0.007 -0.184 0.186

***

Number 1: strongest force on any atom 3.63 eV/Å, E_tot -10332.5105 eV. Number 2: strongest force on any atom 0.84 eV/Å, E_tot -58284.8185 eV. Number 3: strongest force on any atom 5.56 eV/Å, E_tot -17901.2773 eV. Number 4: strongest force on any atom 3.38 eV/Å, E_tot -55448.6625 eV. Number 5: strongest force on any atom 3.63 eV/Å, E_tot -25313.2667 eV. Number 6: strongest force on any atom 0.78 eV/Å, E_tot -9180.1281 eV.